[1]
Molecular formula: C5H9O3
Method: DFT, ωB97M-V with the def2-TZVPD basis set

Structure (XYZ):
```
17
Properties=species:S:1:pos:R:3:forces:R:3
C 2.372 0.228 -0.166 -1.56 -2.10 -1.38
C 0.693 -0.033 0.170 2.19 0.70 -0.53
C 2.782 -0.450 -1.428 -0.52 3.58 -2.39
C -0.759 -0.068 2.123 0.48 0.74 1.00
C -1.483 0.850 -0.520 -1.70 1.74 -1.55
O 2.977 0.798 0.640 0.41 1.04 1.26
O 0.480 -0.399 1.340 -1.26 -0.22 1.62
O -0.122 0.350 -0.718 -0.23 0.92 -0.18
H 3.152 -1.377 -1.234 0.50 -3.05 0.87
H 1.878 -0.470 -2.107 1.28 -0.22 0.54
H 3.693 0.017 -1.954 -1.59 -0.08 0.87
H -1.696 -0.426 1.741 0.10 -0.98 -0.25
H -0.828 0.995 2.061 0.09 0.76 0.06
H -0.586 -0.289 3.195 0.19 -0.47 -1.02
H -1.562 1.869 -0.009 0.58 -2.01 0.57
H -1.808 1.293 -1.501 0.59 -1.31 0.32
H -2.160 0.004 -0.280 0.45 0.96 0.21
```
Positions in Å, forces in eV/Å.

Summary:
HOMO-LUMO gap   10.36 eV
LUMO   -4.57 eV
HOMO energy   -14.9 eV
Charge   +1

[2]
Molecular formula: C2H2N6
Method: DFT, ωB97M-V with the def2-TZVPD basis set

Structure (XYZ):
```
10
Properties=species:S:1:pos:R:3:forces:R:3
H -1.529 -1.375 1.240 -0.94 1.77 -2.47
N -1.890 -0.525 0.623 3.02 0.15 -1.14
C -1.111 -0.154 -0.361 -0.29 -2.53 2.70
N -0.007 -1.042 -1.059 -1.00 2.11 0.42
N 1.166 -0.825 -0.736 -0.12 -1.81 -0.05
C 1.468 0.043 0.338 -1.98 -0.78 -3.38
N 0.890 1.138 0.363 -1.46 3.93 1.98
N -0.113 1.851 -0.441 -0.06 -2.89 -1.34
N -1.120 1.215 -0.903 1.77 -0.12 2.10
H 2.247 -0.327 0.936 1.05 0.15 1.19
```
Positions in Å, forces in eV/Å.

Summary:
HOMO-LUMO gap   8.42 eV
LUMO   -1.09 eV
HOMO energy   -9.5 eV
Structure (SMILES)   [H]/N=c1\nncnnn1

[3]
Molecular formula: C27H48FN4O3
Method: DFT, ωB97M-V with the def2-TZVPD basis set

Structure (XYZ):
```
83
Properties=species:S:1:pos:R:3:forces:R:3
C 10.652 0.229 0.596 -0.38 -0.26 -0.03
C 9.810 0.182 -0.660 0.05 -0.29 0.27
O 8.587 -0.466 -0.337 -0.02 0.15 0.06
C 7.733 -0.606 -1.444 -0.19 0.01 0.30
C 6.372 -0.974 -0.880 0.44 0.06 0.09
O 5.486 -1.352 -1.917 -0.17 -0.14 -0.11
C 4.357 -0.529 -2.046 0.19 0.01 0.04
C 3.401 -0.668 -0.864 0.16 -0.07 -0.01
O 2.083 -0.944 -1.364 -0.12 0.13 -0.05
C 1.075 -0.908 -0.413 0.37 0.13 -0.24
N 0.340 -2.174 -0.451 -0.06 0.03 0.26
C 0.667 -3.278 0.280 -0.02 -0.36 0.15
N -0.158 -4.253 0.062 0.25 0.12 0.24
N -1.034 -3.758 -0.831 0.05 0.29 -0.35
C -2.148 -4.584 -1.306 -0.70 0.40 -0.12
C -3.487 -4.067 -0.763 0.71 -0.23 0.36
C -3.572 -4.253 0.761 -0.08 0.18 -0.01
C -4.114 -3.080 1.597 -0.07 -0.27 0.01
C -5.113 -2.139 0.942 0.11 0.04 -0.18
C -5.752 -1.228 1.979 0.21 -0.09 0.22
C -4.825 -0.209 2.663 -0.03 0.09 -0.22
C -3.722 0.456 1.830 0.03 0.37 0.49
C -3.325 1.823 2.424 0.08 0.10 -0.15
C -2.868 2.912 1.428 -0.25 0.18 0.54
C -3.819 4.118 1.454 0.16 -0.25 -0.10
C -3.680 5.038 0.253 0.35 -0.21 0.09
N -2.306 5.480 0.087 0.07 0.16 -0.20
C -1.641 6.325 0.927 0.43 -0.05 -0.18
C -0.348 6.476 0.465 -0.62 -0.04 0.31
C -0.235 5.696 -0.707 -0.29 -0.19 0.02
C -1.460 5.096 -0.914 0.39 0.17 0.10
C -0.742 -2.501 -1.169 -0.33 -0.29 0.00
C -1.500 -1.694 -2.160 0.09 -0.35 -0.04
C -0.724 -0.640 -2.934 -0.01 0.20 0.24
F -1.456 -0.391 -4.068 0.01 0.06 -0.22
H 11.484 0.915 0.495 0.16 0.07 -0.02
H 11.014 -0.766 0.833 0.18 -0.08 0.03
H 10.019 0.538 1.422 0.02 0.22 0.12
H 9.612 1.188 -1.031 -0.08 0.12 -0.14
H 10.309 -0.402 -1.436 0.14 0.11 -0.23
H 7.652 0.340 -1.985 0.07 0.06 -0.24
H 8.081 -1.391 -2.117 0.05 -0.05 -0.19
H 6.007 -0.118 -0.310 -0.19 0.08 0.04
H 6.507 -1.798 -0.181 -0.08 -0.16 0.04
H 3.841 -0.832 -2.951 -0.07 -0.08 -0.11
H 4.664 0.511 -2.163 -0.03 0.15 -0.03
H 3.394 0.241 -0.265 -0.17 0.10 0.11
H 3.734 -1.500 -0.243 0.02 -0.10 0.09
H 1.452 -0.789 0.599 0.08 -0.06 0.14
H 0.395 -0.087 -0.615 -0.28 -0.03 0.02
H 1.498 -3.331 0.957 0.15 0.07 0.07
H -2.139 -4.540 -2.392 0.09 -0.19 -0.15
H -1.965 -5.592 -0.964 0.27 -0.17 -0.02
H -4.276 -4.632 -1.245 -0.15 0.08 -0.25
H -3.573 -3.029 -1.053 -0.29 0.24 -0.07
H -2.583 -4.488 1.150 0.13 -0.14 0.05
H -4.177 -5.135 0.950 -0.08 -0.13 0.03
H -4.620 -3.523 2.454 0.03 -0.02 0.19
H -3.282 -2.519 2.020 0.10 0.21 -0.06
H -4.643 -1.549 0.152 0.10 0.11 -0.03
H -5.891 -2.714 0.438 -0.13 -0.13 0.02
H -6.625 -0.722 1.577 -0.03 0.10 -0.26
H -6.118 -1.889 2.764 -0.30 0.03 0.10
H -5.448 0.602 3.031 -0.23 0.00 0.17
H -4.387 -0.663 3.549 0.18 -0.03 0.12
H -2.823 -0.159 1.867 0.06 -0.26 -0.44
H -4.026 0.598 0.794 -0.12 -0.08 -0.17
H -2.542 1.674 3.163 0.06 -0.08 0.16
H -4.168 2.227 2.979 -0.17 -0.01 0.11
H -1.895 3.273 1.750 0.31 -0.01 -0.35
H -2.789 2.529 0.412 0.09 -0.14 -0.15
H -4.842 3.752 1.524 -0.21 0.13 -0.06
H -3.609 4.694 2.353 -0.14 0.03 0.22
H -3.949 4.501 -0.653 -0.11 0.03 -0.16
H -4.319 5.910 0.351 -0.18 0.09 -0.03
H -2.134 6.760 1.776 -0.06 0.06 0.13
H 0.393 7.090 0.939 0.18 0.07 -0.04
H 0.633 5.586 -1.331 0.09 0.01 -0.11
H -1.787 4.455 -1.710 -0.14 -0.12 -0.09
H -2.385 -1.275 -1.689 -0.09 0.20 0.11
H -1.864 -2.402 -2.904 -0.10 -0.06 -0.09
H -0.642 0.295 -2.384 -0.02 0.13 0.02
H 0.278 -0.968 -3.198 0.06 -0.13 -0.16
```
Positions in Å, forces in eV/Å.

Summary:
HOMO-LUMO gap   7.19 eV
LUMO   -2.72 eV
HOMO energy   -9.9 eV
Charge   +1
Structure (SMILES)   CCOCCOCCOCn1cn[n+](CCCCCCCCCCCCn2cccc2)c1CCF

[4]
Molecular formula: H32O16
Method: DFT, ωB97M-V with the def2-TZVPD basis set

Structure (XYZ):
```
48
Properties=species:S:1:pos:R:3:forces:R:3
O -0.419 0.057 -0.712 2.27 -0.61 3.46
H -0.931 0.562 -1.306 -0.77 1.46 -0.12
H -0.222 0.351 0.228 -1.12 0.57 -1.88
O 0.192 -1.186 4.902 -0.23 1.77 -2.94
H 1.043 -0.857 4.523 -0.74 -0.94 0.61
H -0.369 -0.759 4.139 1.08 -0.36 2.13
O 1.611 1.441 4.720 0.25 0.59 -0.22
H 1.284 1.816 5.540 -0.09 -0.12 0.19
H 1.885 0.556 4.944 0.25 -0.08 0.37
O -1.889 -2.576 3.741 -3.11 0.41 1.09
H -1.705 -3.169 3.067 0.60 -1.66 -1.87
H -1.119 -2.122 3.953 2.19 0.52 0.69
O 1.135 -1.140 -5.739 -1.89 4.45 1.84
H 0.937 -0.588 -4.845 0.19 -1.28 -2.79
H 1.527 -1.857 -5.348 1.59 -3.25 1.02
O 0.721 3.620 2.970 1.07 -2.45 -2.35
H 0.723 3.736 3.876 -0.33 1.14 2.50
H 0.326 4.265 2.426 -0.72 1.44 -0.21
O 1.232 3.032 -0.610 0.48 0.52 -1.71
H 1.350 2.146 -1.008 -0.24 0.55 0.30
H 1.487 3.652 -1.354 -0.38 -1.09 1.31
O 0.711 -0.078 -3.016 -0.14 -2.52 -0.48
H 0.156 -0.933 -2.960 1.08 1.88 0.60
H 1.591 -0.280 -2.617 -1.25 0.23 -0.28
O 2.036 1.425 -4.695 0.29 2.12 1.42
H 2.408 0.585 -4.846 0.44 -1.32 -0.98
H 1.537 1.725 -5.440 -0.25 -0.20 -0.83
O -2.186 3.168 -2.775 -0.31 -0.02 -1.55
H -1.315 3.298 -2.454 1.46 0.21 0.32
H -2.680 3.030 -1.996 -1.10 -0.24 1.31
O -0.242 0.956 2.599 -0.88 -0.57 -0.42
H -0.844 1.700 2.696 -0.36 -0.12 -0.14
H 0.558 1.389 2.865 1.11 0.31 0.30
O 1.202 -3.454 -1.419 1.92 0.17 0.36
H 1.668 -2.800 -1.965 -0.40 -0.19 -0.27
H 1.935 -3.668 -0.801 -0.91 -0.24 -0.14
O -3.840 -1.822 -1.150 -3.77 -1.65 2.61
H -3.085 -1.737 -1.613 4.21 0.47 -2.62
H -4.312 -1.011 -1.173 -0.39 1.08 -0.18
O -1.083 -2.084 -1.458 2.27 -2.77 2.65
H -0.143 -2.517 -1.254 -2.46 0.89 -1.48
H -1.239 -2.086 -0.461 -0.71 0.73 -1.92
O -4.327 -0.617 1.384 1.39 0.62 0.70
H -3.465 -1.038 1.129 -1.92 0.18 -0.10
H -5.090 -0.949 0.918 0.39 -0.68 -0.36
O 3.556 -1.128 1.167 -0.12 -0.17 -0.11
H 3.458 -1.544 0.315 -0.54 -0.66 -0.31
H 4.234 -0.512 0.914 0.65 0.87 0.46
```
Positions in Å, forces in eV/Å.

Summary:
HOMO-LUMO gap   9.30 eV
LUMO   -0.78 eV
HOMO energy   -10.1 eV

[5]
Molecular formula: C4H12S2
Method: DFT, ωB97M-V with the def2-TZVPD basis set

Structure (XYZ):
```
18
Properties=species:S:1:pos:R:3:forces:R:3
C 2.022 2.081 -1.785 -0.32 0.86 0.19
C 2.028 2.248 -0.282 0.86 -1.12 0.95
S 0.847 1.228 0.683 -0.23 0.26 -0.35
H 2.750 2.789 -2.153 0.39 0.17 -0.36
H 1.073 2.393 -2.220 -0.09 -0.35 -0.03
H 2.329 1.093 -2.119 -0.23 -0.11 0.12
H 3.006 1.939 0.106 -0.03 0.09 -0.23
H 1.923 3.259 0.097 -0.40 0.24 -0.35
H 0.955 0.116 -0.058 0.09 0.01 0.00
C -0.865 -2.323 -1.189 -0.06 1.18 0.10
C -1.841 -1.408 -0.441 -0.23 -0.95 -0.25
S -1.742 -1.520 1.357 -0.02 0.26 0.32
H -1.098 -3.358 -0.993 0.21 -0.28 -0.01
H 0.157 -2.073 -0.929 0.25 -0.28 0.33
H -0.921 -2.086 -2.245 -0.26 -0.30 -0.40
H -1.933 -0.434 -0.909 0.38 0.45 0.50
H -2.832 -1.834 -0.549 -0.35 -0.11 -0.28
H -0.693 -0.744 1.666 0.06 0.00 -0.24
```
Positions in Å, forces in eV/Å.

Summary:
HOMO-LUMO gap   9.77 eV
LUMO   0.84 eV
HOMO energy   -8.9 eV
Structure (SMILES)   CCS.CCS

[6]
Molecular formula: C6H12N2
Method: DFT, ωB97M-V with the def2-TZVPD basis set

Structure (XYZ):
```
20
Properties=species:S:1:pos:R:3:forces:R:3
C -2.789 0.140 -0.535 0.75 0.49 0.60
C -1.666 -0.280 0.430 0.25 -0.35 1.61
C -0.317 -0.901 -0.047 -1.37 2.57 -2.77
N 0.942 -1.518 0.153 1.30 -1.37 0.68
C 1.915 -0.555 -0.469 -1.81 0.27 0.46
C 1.800 0.927 -0.028 0.66 0.12 -1.06
N 0.405 1.491 -0.088 0.07 0.27 0.85
C -0.385 0.480 0.690 1.82 0.44 -1.62
H -3.341 -0.741 -0.799 -0.08 -0.50 -0.76
H -3.534 0.722 0.026 0.43 0.12 0.07
H -2.463 0.771 -1.380 -0.03 -0.68 0.24
H -2.125 -0.635 1.357 0.24 0.03 -0.07
H -0.387 -0.921 -1.210 -0.12 0.93 1.91
H 1.144 -1.650 1.138 0.16 -0.02 -0.02
H 1.678 -0.523 -1.511 -0.23 -0.40 -0.88
H 2.922 -0.909 -0.400 0.59 -0.22 0.44
H 2.450 1.435 -0.807 -0.70 -0.08 1.18
H 2.301 0.952 0.955 -0.37 0.63 0.04
H 0.410 2.496 0.277 -0.16 -2.07 -0.38
H 0.174 0.333 1.659 -1.40 -0.16 -0.52
```
Positions in Å, forces in eV/Å.

Summary:
HOMO-LUMO gap   8.91 eV
LUMO   1.11 eV
HOMO energy   -7.8 eV
Structure (SMILES)   CC1[C@@H]2NCCN[C@@H]12

The lowest HOMO-LUMO gap belongs to which entry? C27H48FN4O3

Repeat the sixth record exactly.
Molecular formula: C6H12N2
Method: DFT, ωB97M-V with the def2-TZVPD basis set

Structure (XYZ):
```
20
Properties=species:S:1:pos:R:3:forces:R:3
C -2.789 0.140 -0.535 0.75 0.49 0.60
C -1.666 -0.280 0.430 0.25 -0.35 1.61
C -0.317 -0.901 -0.047 -1.37 2.57 -2.77
N 0.942 -1.518 0.153 1.30 -1.37 0.68
C 1.915 -0.555 -0.469 -1.81 0.27 0.46
C 1.800 0.927 -0.028 0.66 0.12 -1.06
N 0.405 1.491 -0.088 0.07 0.27 0.85
C -0.385 0.480 0.690 1.82 0.44 -1.62
H -3.341 -0.741 -0.799 -0.08 -0.50 -0.76
H -3.534 0.722 0.026 0.43 0.12 0.07
H -2.463 0.771 -1.380 -0.03 -0.68 0.24
H -2.125 -0.635 1.357 0.24 0.03 -0.07
H -0.387 -0.921 -1.210 -0.12 0.93 1.91
H 1.144 -1.650 1.138 0.16 -0.02 -0.02
H 1.678 -0.523 -1.511 -0.23 -0.40 -0.88
H 2.922 -0.909 -0.400 0.59 -0.22 0.44
H 2.450 1.435 -0.807 -0.70 -0.08 1.18
H 2.301 0.952 0.955 -0.37 0.63 0.04
H 0.410 2.496 0.277 -0.16 -2.07 -0.38
H 0.174 0.333 1.659 -1.40 -0.16 -0.52
```
Positions in Å, forces in eV/Å.

Summary:
HOMO-LUMO gap   8.91 eV
LUMO   1.11 eV
HOMO energy   -7.8 eV
Structure (SMILES)   CC1[C@@H]2NCCN[C@@H]12

The lowest HOMO-LUMO gap belongs to which entry? C27H48FN4O3

Among the records above, which one has the lowest LUMO? C5H9O3